Record 1
Molecular formula: C21H21ClN4O7S
Method: DFT, ωB97M-V with the def2-TZVPD basis set

Values from the calculation:
Spin multiplicity: 1
Charge: 0
Energy above the lowest of the compared OMol25 structures with the same formula, charge and spin: 0.271 eV
Energy: -2416.97042 Eh

Last column: natural (NBO) charge in e.
Element x y z (Å)
Cl  -2.8357  2.8397  3.4904  0.007
S  2.3295  -1.2333  -1.4559  2.369
O  -2.0382  1.2514  -2.1014  -0.522
O  1.7122  1.0345  0.2445  -0.601
O  2.3265  -2.1677  -2.5459  -0.951
O  -0.2697  3.7965  -2.7469  -0.608
O  3.6021  -0.8331  -0.9618  -0.907
O  -1.8943  -1.3088  -1.7637  -0.598
O  2.3007  -1.9678  5.2219  -0.491
N  1.3405  -1.8837  -0.2743  -0.703
N  0.8291  2.4491  -1.2796  -0.638
N  0.4084  1.7466  -3.4347  -0.594
N  -0.8794  -0.2394  -0.0208  -0.650
C  0.0843  -2.3010  -0.8469  -0.336
C  -2.3145  1.6102  -0.8219  0.353
C  0.2765  2.7528  -2.4962  0.807
C  1.4515  0.2515  -1.9669  -0.564
C  0.9319  0.5109  -3.1924  0.367
C  0.5060  -2.1428  2.0047  -0.285
C  0.7164  -2.1791  3.3755  -0.299
C  -3.1186  2.6934  -0.4789  -0.276
C  1.5512  -1.8947  1.1166  0.207
C  1.3811  1.2289  -0.9036  0.681
C  -1.0077  -1.2242  -0.9454  0.673
C  3.0318  -1.7191  3.0088  -0.215
C  0.8248  -0.4576  -4.3125  -0.690
C  -3.2949  3.0723  0.8394  -0.229
C  2.8260  -1.6942  1.6485  -0.230
C  -1.8579  1.2774  1.5287  -0.233
C  1.2759  -2.2046  6.1558  -0.252
C  -2.8401  1.7819  -3.1348  -0.262
C  -2.6513  2.3669  1.8405  -0.044
C  1.9827  -1.9609  3.8975  0.293
C  -1.7006  0.8751  0.2083  0.086
H  -3.9163  3.9190  1.0815  0.231
H  -3.5958  3.2744  -1.2503  0.228
H  -0.1493  -0.3549  0.6735  0.441
H  -0.4987  -2.3283  1.6558  0.216
H  0.4961  -1.4379  6.1017  0.176
H  3.6520  -1.5017  0.9895  0.256
H  1.5217  -1.2786  -4.1752  0.287
H  1.7528  -2.1624  7.1337  0.202
H  -1.3565  0.7283  2.3108  0.232
H  0.7442  3.1527  -0.5538  0.440
H  -0.0289  1.9283  -4.3294  0.428
H  4.0172  -1.5565  3.4141  0.226
H  0.8247  -3.1927  6.0172  0.175
H  -2.5976  2.8336  -3.3217  0.194
H  -3.9030  1.6789  -2.9055  0.191
H  -0.1282  -2.3786  4.0162  0.222
H  -0.3181  -3.1558  -0.2944  0.243
H  -2.6121  1.1852  -4.0167  0.195
H  1.0021  0.0321  -5.2677  0.225
H  -0.1874  -0.8659  -4.3137  0.256
H  0.2947  -2.6463  -1.8622  0.267

---

Record 2
Molecular formula: C21H21CsN3O3STe
Method: DFT, ωB97M-V with the def2-TZVPD basis set

Values from the calculation:
Spin multiplicity: 1
Charge: -1
Energy above the lowest of the compared OMol25 structures with the same formula, charge and spin: 0.740 eV
Energy: -1889.27069 Eh

Last column: Löwdin charge in e.
Element x y z (Å)
Cs  0.5859  0.9980  -1.7502  0.915
Te  -3.0492  1.2134  -1.9787  0.510
S  -1.7594  -3.9216  -1.7526  0.528
O  3.4581  -2.0852  -0.1122  0.026
O  1.7442  -1.1158  -1.1812  -0.403
O  0.2155  -1.1305  0.9320  -0.018
N  -0.4121  -2.3920  -3.4120  -0.080
N  -0.2631  -1.2488  -4.2640  0.017
N  -2.6641  -1.9805  -3.3507  0.056
C  2.1425  -3.4081  4.3308  -0.092
C  1.7396  -4.8538  2.4613  -0.074
C  3.3546  2.4660  2.4385  -0.104
C  -4.1322  3.8504  -3.1533  -0.185
C  4.1233  1.3085  2.3892  -0.078
C  1.6055  -1.2872  1.2001  -0.345
C  -4.5721  5.1651  -3.1533  -0.122
C  1.4289  1.1865  1.7689  -0.060
C  1.9866  -4.6838  3.8201  -0.105
C  1.6597  -3.7565  1.6254  -0.004
C  -4.1848  5.2900  -0.7986  -0.122
C  3.5514  0.1021  2.0263  -0.027
C  2.3522  -1.5504  -0.1705  -0.664
C  2.1934  0.0260  1.7105  -0.155
C  2.0072  2.4000  2.1282  -0.089
C  -3.7465  3.9748  -0.8015  -0.185
C  -1.6119  -2.6883  -2.8675  -0.980
C  2.0548  -2.3039  3.4883  -0.027
C  -4.6015  5.8969  -1.9740  -0.131
C  1.8254  -2.4652  2.1306  -0.142
C  -3.7101  3.2266  -1.9772  -0.731
H  0.3697  1.1379  1.5457  0.105
H  -0.9580  -1.3380  -5.0022  0.080
H  -4.8962  5.6193  -4.0831  0.090
H  5.1794  1.3488  2.6268  0.099
H  1.4698  -3.8932  0.5689  0.127
H  2.1744  -1.3097  3.8997  0.114
H  0.3931  -2.5834  -2.8291  0.104
H  -4.2039  5.8442  0.1335  0.091
H  2.3279  -3.2619  5.3878  0.095
H  0.6323  -1.3819  -4.7244  0.085
H  1.6103  -5.8480  2.0523  0.101
H  2.0545  -5.5449  4.4737  0.093
H  4.1526  -0.7946  1.9532  0.123
H  3.8055  3.4108  2.7161  0.094
H  -4.9449  6.9242  -1.9713  0.086
H  -4.1166  3.2887  -4.0791  0.075
H  -3.4307  3.5123  0.1258  0.077
H  -2.5269  -0.9838  -3.5238  -0.051
H  1.3916  3.2908  2.1674  0.100
H  -3.5224  -2.1660  -2.8557  0.070
H  -0.2831  -1.5045  1.6655  0.115

---

Record 3
Molecular formula: C21H21F5N13O3SSn
Method: DFT, ωB97M-V with the def2-TZVPD basis set

Values from the calculation:
Spin multiplicity: 1
Charge: -1
Energy above the lowest of the compared OMol25 structures with the same formula, charge and spin: 0.000 eV
Energy: -2862.27428 Eh

Last column: natural (NBO) charge in e.
Element x y z (Å)
Sn  0.3950  0.2259  0.4974  1.417
S  3.1301  0.6167  -0.2960  -0.333
F  2.4534  2.5821  -2.2985  -0.298
F  2.2149  -2.5196  -4.3084  -0.307
F  2.0486  2.2106  -4.9741  -0.319
F  2.0858  -0.3319  -6.0876  -0.314
F  2.9368  -2.0869  -1.7481  -0.311
O  -0.6880  -1.1918  -1.7889  -0.605
O  -3.0812  1.6541  2.4976  -0.663
O  -1.9128  0.0576  1.4502  -0.677
N  1.9150  2.5611  3.5570  -0.608
N  2.9325  0.6304  4.6180  -0.396
N  1.3453  0.2623  3.1005  -0.499
N  -2.3045  0.9384  4.9254  -0.866
N  1.7879  -0.9034  3.5681  -0.149
N  -1.9624  1.7284  -3.2370  -0.410
N  -0.8664  1.0236  -1.3781  -0.746
N  0.0944  3.4767  0.7551  -0.220
N  -1.0933  3.3901  -1.7073  -0.784
N  0.5020  2.4783  1.6044  -0.507
N  0.6583  4.5992  1.1165  -0.091
N  2.6674  -0.6853  4.4838  -0.136
N  1.4670  4.3908  2.1627  -0.376
C  -1.1136  -0.0864  -2.1198  0.664
C  2.4916  1.3302  -2.8446  0.305
C  -1.9608  0.2468  -3.3507  -0.312
C  2.3623  -1.2559  -3.8185  0.256
C  0.5587  -3.7604  -0.3947  -0.248
C  2.2639  -0.1744  -4.7274  0.239
C  -0.6496  -3.7258  0.3440  0.001
C  1.3004  3.0901  2.4265  0.458
C  1.7849  -3.8784  0.2246  -0.147
C  -0.5863  -3.7575  1.7566  -0.242
C  0.6205  -4.0104  2.3719  -0.199
C  2.8276  0.2619  -1.9495  -0.292
C  -1.9907  -3.6476  -0.4185  -0.633
C  2.7751  -1.0139  -2.5337  0.349
C  -2.3847  0.5286  2.5022  0.824
C  -1.2924  2.1112  -2.1065  0.685
C  1.8233  -4.0346  1.6248  -0.228
C  -2.5199  2.6651  -4.1385  -0.407
C  2.3489  1.1180  -4.1983  0.244
C  2.0316  1.1875  3.7691  0.406
C  -2.0680  -0.0435  3.9190  -0.356
H  2.4520  3.2484  4.1199  0.424
H  -2.7732  -4.1048  0.2448  0.198
H  -1.6376  4.1981  -1.9985  0.403
H  -2.0070  -4.2169  -1.3620  0.209
H  -3.5833  2.4506  -4.3848  0.203
H  -1.4761  1.2931  5.3875  0.392
H  -1.5043  -3.5185  2.3598  0.199
H  2.6387  -3.9060  -0.4201  0.210
H  -3.1749  1.9909  3.4294  0.517
H  -2.8578  0.6701  5.7093  0.371
H  -2.4932  3.7104  -3.7960  0.213
H  -1.4498  -0.0381  -4.3055  0.233
H  -2.6829  -0.9232  3.9496  0.218
H  -2.9280  -0.2568  -3.3419  0.230
H  -2.1471  -2.6007  -0.6156  0.234
H  -0.6590  3.4310  -0.7830  0.452
H  -1.9698  2.7356  -5.1096  0.204
H  0.6578  -4.1096  3.4587  0.213
H  0.4987  -3.7045  -1.4921  0.214
H  -1.0016  -0.3362  3.8620  0.276
H  2.7495  -4.2709  2.2376  0.218

---

Record 4
Molecular formula: C21H21F7O21
Method: DFT, ωB97M-V with the def2-TZVPD basis set

Values from the calculation:
Spin multiplicity: 2
Charge: +1
Energy above the lowest of the compared OMol25 structures with the same formula, charge and spin: 0.000 eV
Energy: -3091.51463 Eh

Last column: natural (NBO) charge in e.
Element x y z (Å)
F  2.3961  1.2290  2.1460  -0.349
F  0.0671  -2.1998  -1.7390  -0.313
F  -3.8397  1.3457  1.1875  -0.263
F  -4.6773  3.9435  -3.6535  -0.348
F  -2.1735  -2.4354  2.4411  -0.323
F  3.8148  -2.8435  -5.0765  -0.320
F  3.0723  -3.6742  4.9157  -0.323
O  -1.4659  1.7210  -1.5446  -0.636
O  4.5140  -2.2098  -3.0263  -0.500
O  -0.2576  0.5653  0.0009  -0.512
O  -2.3153  -0.6679  4.6011  -0.512
O  3.4141  -3.7678  -1.9567  -0.449
O  3.0137  -1.8782  2.8395  -0.474
O  1.8029  -3.2178  1.4716  -0.577
O  -5.1849  3.6497  -0.7633  -0.376
O  3.5901  -3.9353  2.6292  -0.487
O  -5.3840  2.9836  1.2748  -0.392
O  -2.8867  3.4051  -5.8509  -0.468
O  -4.0722  4.4360  -7.5035  -0.533
O  3.8184  -1.8557  -0.8335  -0.606
O  -6.1735  5.0130  0.8415  0.044
O  -5.0008  3.1955  -5.7534  -0.514
O  2.5761  5.1232  0.9952  -0.516
O  3.9773  3.6768  2.1050  -0.486
O  2.5217  2.8848  0.5380  -0.511
O  -0.2307  -0.0266  -2.0912  -0.486
O  -0.9281  -2.4486  4.3733  -0.482
O  -0.1844  -0.4966  5.4439  -0.534
C  -4.8567  1.9074  0.5745  0.443
C  -3.1223  2.6424  -4.7252  -0.127
C  -5.6380  3.9323  0.4471  0.964
C  2.7736  -2.9906  2.1581  0.979
C  -2.2269  -2.6596  3.7220  0.442
C  4.3755  -3.2518  -3.9445  0.441
C  -4.2682  2.5867  -0.6892  -0.129
C  2.9423  4.0474  1.2064  0.981
C  0.2915  -0.7398  0.0305  -0.130
C  -3.2346  -1.6989  4.3462  -0.123
C  -4.5857  2.8683  -4.4296  0.438
C  3.8495  -2.5725  -1.8358  0.985
C  3.2816  -4.1094  -3.2546  -0.128
C  3.0946  1.7526  1.0925  0.427
C  -1.0327  -1.1701  4.8998  0.968
C  4.3043  2.3467  1.7946  -0.123
C  3.9618  -3.4901  3.9052  0.437
C  -3.9808  3.7377  -6.5040  0.978
C  4.1365  -1.9984  3.5954  -0.130
C  0.5538  -1.0221  -1.4229  0.447
C  -0.6908  0.8782  -1.3023  1.006
H  5.3187  -3.7768  -4.0951  0.163
H  5.1224  -1.7506  3.2020  0.194
H  -5.1751  2.0754  -3.9692  0.161
H  -3.7501  -2.0119  5.2542  0.199
H  4.9296  -3.9034  4.1892  0.166
H  -0.4443  -1.3541  0.5494  0.221
H  -3.2346  2.8815  -0.5081  0.274
H  -2.4848  -3.7117  3.8432  0.163
H  4.1861  -1.4973  4.5621  0.218
H  -4.3222  1.9380  -1.5636  0.247
H  1.5883  -0.9785  -1.7637  0.174
H  -4.0245  -1.4567  3.6353  0.202
H  -2.4893  2.8325  -3.8584  0.227
H  2.3251  -3.8031  -3.6782  0.198
H  -3.1060  1.5689  -4.9134  0.188
H  3.2714  0.9904  0.3336  0.181
H  4.5053  1.6396  2.5993  0.209
H  5.1854  2.4246  1.1576  0.189
H  1.2266  -0.7425  0.5906  0.228
H  -5.7015  1.2924  0.2645  0.181
H  3.3414  -5.1680  -3.5073  0.218

---

Question: The highest energy belongs to which entry?
Answer: C21H21CsN3O3STe